Record 1
{
  "formula": "C5H5N3",
  "method": "the ωB97M-V functional and the def2-TZVPD basis",
  "symbols": ["C", "C", "C", "C", "C", "N", "N", "N", "H", "H", "H", "H", "H"],
  "xyz": [[1.87910, 1.24394, -1.48310], [1.24379, 0.37122, 0.59826], [-0.84134, -0.28323, 1.56525], [-1.25969, -0.18861, 0.03933], [-0.62715, -0.91674, -0.84532], [2.11630, 1.83230, -2.46296], [0.61233, 0.13652, 1.55333], [1.83039, 0.39388, -0.48007], [-1.26710, 0.51141, 2.24843], [-0.89413, -1.31632, 1.75325], [-1.85106, 0.65998, -0.17546], [-0.84907, -0.66342, -1.84850], [-0.09238, -1.78093, -0.46243]],
  "orbital_gap_ev": 10.7386,
  "homo_ev": -10.2,
  "total_energy_ha": -357.6813,
  "de_lowest_kcal_mol": 57.29,
  "smiles": "C=CCN=C=NC#N",
  "largest_force_ev_per_a": 3.56
}

---

Record 2
{
  "formula": "C5H5N3",
  "method": "the ωB97M-V functional and the def2-TZVPD basis",
  "symbols": ["C", "C", "C", "C", "C", "H", "H", "H", "H", "H", "N", "N", "N"],
  "xyz": [[-2.37317, 0.08095, 0.07116], [-1.18115, -0.60278, -0.24658], [0.14361, -0.40981, 0.09490], [2.42640, -0.70554, 0.10057], [1.06073, 0.87259, 0.01534], [-2.37928, 0.84442, 1.08205], [-3.32464, -0.37446, -0.21765], [-1.13756, -1.44968, -0.98025], [3.23377, -1.46772, -0.23537], [-0.47456, 2.06214, 0.19694], [0.97357, -1.45557, 0.25934], [2.52368, 0.62226, -0.11816], [0.50858, 1.98318, -0.02229]],
  "orbital_gap_ev": 8.7434,
  "homo_ev": -9.9,
  "total_energy_ha": -357.6325,
  "de_lowest_kcal_mol": 87.95,
  "smiles": "[H]/N=C1/N=CN=C1C=C",
  "largest_force_ev_per_a": 7.88
}

---

Record 3
{
  "formula": "C5H5N3O",
  "method": "the ωB97M-V functional and the def2-TZVPD basis",
  "symbols": ["C", "C", "C", "C", "C", "N", "N", "N", "O", "H", "H", "H", "H", "H"],
  "xyz": [[1.46661, 0.94201, 1.02125], [1.71734, -0.54234, 0.82278], [-2.22829, -0.34649, -0.31238], [-0.38285, 0.89834, -0.37451], [0.03253, -0.77528, -0.76058], [0.40945, 1.50723, 0.60785], [1.03065, -1.34873, 0.12263], [-1.75016, 0.79712, -0.14789], [-1.31317, -1.36222, -0.64300], [1.90748, 1.34438, 1.87502], [2.39921, -0.99488, 1.49363], [-3.18290, -0.60547, -0.36560], [-0.39831, 1.30259, -1.47534], [0.29242, -0.81627, -1.86385]],
  "spin_multiplicity": 3,
  "orbital_gap_ev": [7.4538, 7.3624],
  "homo_ev": [-6.6, -10.2],
  "total_energy_ha": -432.8458,
  "de_lowest_kcal_mol": 0.00,
  "largest_force_ev_per_a": 6.22
}

---

Record 4
{
  "formula": "C5H5N3O3S",
  "method": "the ωB97M-V functional and the def2-TZVPD basis",
  "symbols": ["C", "C", "C", "C", "C", "N", "N", "N", "O", "O", "O", "S", "H", "H", "H", "H", "H"],
  "xyz": [[3.45871, 0.73508, 0.53049], [3.26654, -0.38020, -0.26079], [2.22439, 1.09356, 1.04429], [-4.48469, -0.39929, -0.14663], [-0.71100, -0.73976, -0.71334], [1.99888, -0.68341, -0.32877], [1.33225, 0.23094, 0.49927], [-3.34492, 0.32583, -0.14208], [-5.62891, -0.10265, -0.23465], [-2.69129, 0.61723, 0.84855], [-1.77749, -0.99193, -1.20493], [-0.39089, 0.41542, 0.53622], [4.54668, 1.12787, 0.67164], [4.04986, -0.79034, -0.96416], [1.96929, 2.16511, 1.29281], [-4.06354, -1.45256, -0.51740], [0.24613, -1.17092, -0.91054]],
  "orbital_gap_ev": [7.9313, 7.9305],
  "homo_ev": [-9.3, -9.3],
  "total_energy_ha": -981.4756,
  "de_lowest_kcal_mol": 49.87,
  "smiles": "O=CSn1cccn1.O=CN=O",
  "largest_force_ev_per_a": 4.66
}

---

Record 5
{
  "formula": "C5H5N3O7",
  "method": "the ωB97M-V functional and the def2-TZVPD basis",
  "symbols": ["C", "C", "C", "C", "C", "N", "N", "N", "O", "O", "O", "O", "O", "O", "O", "H", "H", "H", "H", "H"],
  "xyz": [[-0.70531, -0.83287, 0.67684], [0.74322, -0.70201, 0.33647], [-1.45588, -0.17580, -0.20753], [0.71599, 0.40882, -0.77960], [-2.95774, 0.02659, -0.15493], [1.33722, -1.09167, 2.59058], [1.36154, 0.09375, -2.13397], [1.36295, 1.62756, -0.22478], [2.07691, -0.89629, 3.48418], [1.62593, -1.07654, -2.26938], [2.55593, 1.71848, -0.28112], [1.52305, -0.27856, 1.44244], [1.52381, 0.97900, -2.93011], [0.56325, 2.37970, 0.30322], [-0.67912, 0.65827, -1.02643], [-1.03032, -1.50719, 1.52320], [1.34542, -1.68856, 0.11005], [-3.26468, 0.63867, -0.97612], [-3.27660, 0.71566, 0.62149], [-3.36557, -0.99700, -0.10450]],
  "orbital_gap_ev": 9.5123,
  "homo_ev": -10.1,
  "total_energy_ha": -884.1258,
  "de_lowest_kcal_mol": 0.00,
  "smiles": "CC1=C[C@H](ON=O)C([N+](=O)[O-])([N+](=O)[O-])O1",
  "largest_force_ev_per_a": 2.81
}

---

Record 6
{
  "formula": "C5H5N5O2S",
  "method": "the ωB97M-V functional and the def2-TZVPD basis",
  "symbols": ["C", "C", "C", "C", "C", "N", "N", "N", "N", "N", "O", "O", "S", "H", "H", "H", "H", "H"],
  "xyz": [[2.75881, -0.48084, 0.20100], [-1.51589, -2.11245, -0.19152], [0.26688, 0.16437, 0.05591], [0.60529, -1.16921, 0.08146], [1.21475, 1.17645, 0.04973], [1.91000, -1.47919, 0.16086], [2.50384, 0.81301, 0.12536], [-0.26908, -2.22256, 0.01301], [-2.26728, -0.99688, -0.39557], [0.89742, 2.47559, -0.03907], [-2.21608, 0.75204, 1.47095], [-2.19418, 1.51200, -0.87032], [-1.77504, 0.56452, 0.12066], [3.80516, -0.74407, 0.29255], [-2.06406, -3.05055, -0.25542], [-3.24773, -1.11194, -0.60006], [-0.05766, 2.76158, -0.16836], [1.64485, 3.14811, -0.05117]],
  "orbital_gap_ev": 9.6833,
  "homo_ev": -9.6,
  "total_energy_ha": -1015.9615,
  "de_lowest_kcal_mol": 0.00,
  "smiles": "Nc1ncnc2c1S(=O)(=O)NC=N2",
  "largest_force_ev_per_a": 4.18
}

---

Record 7
{
  "formula": "C5H5N5O4Rh",
  "method": "the ωB97M-V functional and the def2-TZVPD basis",
  "symbols": ["Rh", "O", "C", "C", "O", "C", "O", "C", "O", "H", "H", "N", "N", "N", "C", "N", "N", "H", "H", "H"],
  "xyz": [[0.17171, 0.11023, -1.33393], [0.15577, 3.18894, -1.14477], [0.16169, 2.03003, -1.22123], [0.16974, -1.81477, -1.28125], [0.17408, -2.98013, -1.24804], [2.09260, 0.11208, -1.25117], [3.25136, 0.11333, -1.19110], [-1.75588, 0.10041, -1.32326], [-2.92152, 0.09937, -1.31669], [0.16897, 0.47205, -5.77101], [0.17085, -0.25276, -5.78347], [-1.16754, -0.85726, 3.80110], [-0.46288, -0.33717, 2.71633], [0.60232, 0.50349, 2.86476], [0.93531, 0.73973, 1.59374], [0.12637, 0.08458, 0.76762], [-0.78490, -0.61716, 1.45270], [-1.95091, -1.46811, 3.63756], [-0.89555, -0.61539, 4.74049], [1.75840, 1.38851, 1.29159]],
  "spin_multiplicity": 5,
  "orbital_gap_ev": [4.9107, 3.4228],
  "homo_ev": [-18.3, -21.7],
  "total_energy_ha": -877.1983,
  "de_lowest_kcal_mol": 45.68,
  "largest_force_ev_per_a": 7.82,
  "charge": 3
}

---

Record 8
{
  "formula": "C5H5N6",
  "method": "the ωB97M-V functional and the def2-TZVPD basis",
  "symbols": ["C", "C", "C", "C", "C", "N", "N", "N", "N", "N", "N", "H", "H", "H", "H", "H"],
  "xyz": [[-0.27304, -0.99557, -0.20481], [-0.05999, 0.45007, -0.02523], [2.16376, 0.26519, -0.00136], [-1.78425, -1.01705, 0.04112], [-2.32471, 0.35993, -0.27551], [1.10186, 1.05252, 0.02828], [3.56287, -1.14748, 0.62040], [3.37850, 0.78067, -0.25299], [4.22270, -0.14057, 0.04121], [2.28521, -0.96943, 0.54262], [-1.24775, 1.18922, 0.07737], [-2.30674, -1.84773, -0.35020], [-1.74318, -1.10496, 1.29073], [-2.45988, 0.34650, -1.36084], [-3.28865, 0.58820, 0.21635], [-1.22670, 2.19049, -0.38714]],
  "orbital_gap_ev": [6.3108, 6.5781],
  "homo_ev": [-3.9, -3.9],
  "total_energy_ha": -521.9295,
  "de_lowest_kcal_mol": 85.78,
  "largest_force_ev_per_a": 4.24,
  "charge": -1
}

---

Record 9
{
  "formula": "C5H5NO",
  "method": "the ωB97M-V functional and the def2-TZVPD basis",
  "symbols": ["O", "C", "C", "C", "C", "C", "N", "H", "H", "H", "H", "H"],
  "xyz": [[1.23818, -1.29565, -0.41033], [1.36815, 0.07229, -0.07756], [0.24058, 0.82759, 0.48424], [-0.74063, 0.10638, 1.12271], [-1.56260, -0.48300, 1.81201], [-0.97299, 0.86340, -1.81438], [-1.51101, 1.85828, -2.04484], [0.82945, -1.75247, 0.33896], [2.09239, 0.24741, 0.74999], [1.81419, 0.55487, -0.95264], [-0.49916, -0.09118, -1.66953], [-2.29656, -0.90792, 2.46136]],
  "orbital_gap_ev": [7.3743, 7.3735],
  "homo_ev": [-8.9, -8.9],
  "total_energy_ha": -323.2942,
  "de_lowest_kcal_mol": 141.50,
  "largest_force_ev_per_a": 1.10
}

---

Record 10
{
  "formula": "C5H5NO",
  "method": "the ωB97M-V functional and the def2-TZVPD basis",
  "symbols": ["C", "C", "C", "C", "C", "H", "H", "H", "H", "H", "N", "O"],
  "xyz": [[-1.46857, -0.74779, -1.17031], [-0.35276, -0.19785, -0.63075], [0.41734, 1.09323, -0.57285], [1.18341, 1.11221, 0.53879], [0.06025, -0.91098, 0.67395], [-1.99306, -1.69422, -0.94889], [-2.07851, -0.25141, -1.88922], [0.54384, 1.84272, -1.38374], [1.79039, 2.07035, 0.76530], [1.28844, -0.31499, 2.19736], [0.97139, -0.07770, 1.29385], [-0.36217, -1.92359, 1.12652]],
  "orbital_gap_ev": 8.7091,
  "homo_ev": -8.5,
  "total_energy_ha": -323.4756,
  "de_lowest_kcal_mol": 27.69,
  "smiles": "C=C1C=CNC1=O",
  "largest_force_ev_per_a": 2.50
}

---

Record 11
{
  "formula": "C5H5NO",
  "method": "the ωB97M-V functional and the def2-TZVPD basis",
  "symbols": ["O", "C", "C", "C", "C", "C", "N", "H", "H", "H", "H", "H"],
  "xyz": [[-1.69666, -1.15481, 2.28750], [-1.26332, -0.22938, 1.71766], [-0.75373, 0.80189, 1.08216], [0.62288, 0.74437, 0.44210], [0.57731, 0.44868, -1.04499], [0.59461, -0.78794, -1.48149], [0.70550, -1.95816, -1.84203], [-0.18014, -2.46399, -1.88494], [-1.40328, 1.65765, 0.93355], [1.23132, -0.01389, 0.94547], [1.13164, 1.70073, 0.60281], [0.43388, 1.25487, -1.75780]],
  "orbital_gap_ev": 9.4301,
  "homo_ev": -8.7,
  "total_energy_ha": -323.4387,
  "de_lowest_kcal_mol": 50.84,
  "smiles": "N=C=CCC=C=O",
  "largest_force_ev_per_a": 0.98
}

---

Record 12
{
  "formula": "C5H5NO",
  "method": "the ωB97M-V functional and the def2-TZVPD basis",
  "symbols": ["C", "C", "C", "C", "C", "H", "H", "H", "H", "H", "N", "O"],
  "xyz": [[1.86741, 0.21531, 0.06962], [-0.27916, -1.15353, 0.37455], [-0.72008, -0.50582, -0.85889], [-1.22010, 0.83632, -0.54332], [-1.33259, 1.95857, 0.08981], [2.46994, -0.37833, 0.92091], [-0.60146, -0.91342, 1.52146], [-0.58243, -2.14615, 0.17504], [-1.12471, -1.10884, -1.81536], [-1.92120, 2.58610, 0.88143], [0.82451, -0.57789, -0.36073], [2.61987, 1.18768, -0.45453]],
  "orbital_gap_ev": 9.7161,
  "homo_ev": -9.5,
  "total_energy_ha": -323.2762,
  "de_lowest_kcal_mol": 152.77,
  "smiles": "C#C[C@@H]1CN1C=O",
  "largest_force_ev_per_a": 7.54
}

---

Record 13
{
  "formula": "C5H5NO",
  "method": "the ωB97M-V functional and the def2-TZVPD basis",
  "symbols": ["O", "C", "C", "C", "C", "C", "N", "H", "H", "H", "H", "H"],
  "xyz": [[-1.54909, -1.32011, 0.01810], [-0.81698, -0.88823, 0.90982], [-0.45390, 0.52666, 0.86022], [0.95709, 0.71639, 0.44462], [0.14865, 0.54312, -0.77609], [-0.25281, -0.71357, -1.29390], [0.25529, -1.44857, -2.02974], [-0.15300, -1.59616, 1.44137], [-1.24072, 1.24412, 0.72779], [1.63443, -0.08886, 0.71502], [1.38612, 1.70454, 0.52911], [0.08494, 1.32068, -1.54632]],
  "orbital_gap_ev": 9.1625,
  "homo_ev": -9.5,
  "total_energy_ha": -323.3499,
  "de_lowest_kcal_mol": 106.56,
  "smiles": "N#C[C@@H]1C[C@@H]1C=O",
  "largest_force_ev_per_a": 4.25
}

---

Record 14
{
  "formula": "C5H5NO",
  "method": "the ωB97M-V functional and the def2-TZVPD basis",
  "symbols": ["O", "C", "C", "C", "C", "C", "N", "H", "H", "H", "H", "H"],
  "xyz": [[0.85126, 0.45152, 0.56921], [0.46225, 0.85260, -0.67890], [2.03147, -0.14356, 0.58835], [3.03056, -0.80515, 0.60286], [-0.99668, 0.90250, -0.67132], [-1.52342, -0.48040, -0.33968], [-1.87180, 0.64725, 0.47646], [3.90890, -1.40552, 0.55945], [-1.46826, 1.42234, -1.49996], [-0.80127, -1.20065, 0.03902], [-2.29858, -0.88971, -0.97869], [-1.32443, 0.64876, 1.33321]],
  "orbital_gap_ev": 9.3659,
  "homo_ev": -9.2,
  "total_energy_ha": -323.2810,
  "de_lowest_kcal_mol": 149.77,
  "largest_force_ev_per_a": 0.59
}

---

Record 15
{
  "formula": "C5H5NO",
  "method": "the ωB97M-V functional and the def2-TZVPD basis",
  "symbols": ["C", "C", "C", "C", "C", "H", "H", "H", "H", "H", "N", "O"],
  "xyz": [[-0.98574, -0.16674, 0.10286], [-0.42049, 1.27729, 0.13522], [0.77339, 1.18921, -0.14099], [1.40361, -0.75786, 0.63797], [0.15909, -0.98947, -0.19608], [-1.00896, 2.22962, 0.59998], [1.46011, 1.94764, -0.12400], [1.02418, -0.11762, 1.45488], [2.23404, -1.36515, 0.70736], [-0.23722, -1.93034, -0.58468], [1.29928, -0.12368, -0.72070], [-2.26829, -0.40162, -0.03032]],
  "orbital_gap_ev": 10.1066,
  "homo_ev": -9.8,
  "total_energy_ha": -323.3712,
  "de_lowest_kcal_mol": 93.19,
  "smiles": "O=C1C=CN2C[C@@H]12",
  "largest_force_ev_per_a": 9.88
}

---

Record 16
{
  "formula": "C5H5NO",
  "method": "the ωB97M-V functional and the def2-TZVPD basis",
  "symbols": ["O", "C", "C", "C", "C", "C", "N", "H", "H", "H", "H", "H"],
  "xyz": [[0.62270, -0.01453, 1.60219], [0.34582, -0.52308, 0.53694], [-0.40698, -1.74739, 0.58762], [-1.19474, -2.61475, 0.88166], [0.62167, 0.27133, -0.73590], [-0.19175, 1.52842, -0.69621], [1.23717, 1.56351, -0.43458], [-1.85296, -3.44910, 0.90506], [0.84650, -0.14660, -1.71768], [-0.88785, 1.62423, 0.13631], [-0.51663, 1.94126, -1.64784], [1.37705, 1.56670, 0.58244]],
  "orbital_gap_ev": 9.9748,
  "homo_ev": -10.0,
  "total_energy_ha": -323.3952,
  "de_lowest_kcal_mol": 78.11,
  "smiles": "C#CC(=O)[C@H]1CN1",
  "largest_force_ev_per_a": 1.17
}

---

Record 17
{
  "formula": "C5H5NO",
  "method": "the ωB97M-V functional and the def2-TZVPD basis",
  "symbols": ["C", "C", "C", "C", "C", "N", "O", "H", "H", "H", "H", "H"],
  "xyz": [[0.50554, 1.45105, 0.23731], [1.05611, 0.79818, -0.93168], [-0.37785, 1.33531, -0.97717], [-0.83179, -1.23797, 0.35250], [-0.04872, 0.11587, -0.22388], [-0.30142, -2.00756, 1.38488], [-0.41387, -2.52101, 0.05412], [0.69067, 1.93585, 1.17377], [1.84307, 0.65988, -1.56237], [-0.80205, 2.12935, -1.55785], [-1.92248, -0.90003, 0.44890], [0.60279, -1.75892, 1.60146]],
  "orbital_gap_ev": 9.8594,
  "homo_ev": -8.8,
  "total_energy_ha": -323.2132,
  "de_lowest_kcal_mol": 192.31,
  "smiles": "N1O[C@@H]1[C@]12[C@@H]3[C@H]1[C@@H]32",
  "largest_force_ev_per_a": 4.49
}

---

Record 18
{
  "formula": "C5H5NO",
  "method": "the ωB97M-V functional and the def2-TZVPD basis",
  "symbols": ["O", "C", "C", "C", "C", "C", "N", "H", "H", "H", "H", "H"],
  "xyz": [[0.54328, 2.83357, 0.22354], [-0.05719, 1.79013, 0.25348], [0.58638, 0.48004, -0.05514], [0.35093, -0.68785, 0.76566], [-0.14268, -0.39164, -1.05392], [-1.02895, -1.38098, -0.55920], [-1.62089, -2.26962, -0.08316], [-1.14832, 1.72607, 0.45459], [1.64201, 0.56208, -0.30600], [-0.44994, -0.65095, 1.51451], [1.05933, -1.48774, 0.91293], [0.26605, -0.52311, -2.06729]],
  "orbital_gap_ev": [8.1644, 8.1637],
  "homo_ev": [-8.7, -8.7],
  "total_energy_ha": -323.3560,
  "de_lowest_kcal_mol": 102.68,
  "largest_force_ev_per_a": 1.60
}

---

Record 19
{
  "formula": "C5H5NO2",
  "method": "the ωB97M-V functional and the def2-TZVPD basis",
  "symbols": ["C", "C", "C", "C", "C", "H", "H", "H", "H", "H", "N", "O", "O"],
  "xyz": [[-0.80311, 1.43090, 0.07885], [0.03066, 0.17096, -0.09392], [2.38527, -0.45611, -0.15406], [-0.57459, -0.96906, 0.16692], [-2.01293, -1.12974, -0.14180], [-1.83375, 0.90663, -0.02987], [-0.49531, 2.32897, -0.47402], [-0.81790, 1.67382, 1.15070], [3.16193, 0.46759, -0.25465], [0.07808, -1.92958, 0.37295], [-3.14466, -1.26761, -0.27435], [1.37682, 0.41678, -0.37680], [2.64949, -1.64355, 0.03004]],
  "orbital_gap_ev": 10.1469,
  "homo_ev": -10.1,
  "total_energy_ha": -398.6613,
  "de_lowest_kcal_mol": 73.51,
  "smiles": "C/C(=C\\C#N)OC=O",
  "largest_force_ev_per_a": 5.07
}